Density functional theory data (ωB97M-V/def2-TZVPD) for 3 unconnected molecules or ions with the total composition C2H8N2S in a non-equilibrium geometry.

Properties
- Energy relative to the best compared isomer or geometry (same formula, charge and spin): 334.7 kJ/mol
- HOMO-LUMO gap: 6.6502 eV
- Max |F|: 0.038 hartree/bohr

The geometry in XYZ format:
```
13
Properties=species:S:1:pos:R:3:lowdin_charge:R:1
S 0.842 2.215 0.173 0.06
H 1.559 2.249 1.354 -0.32
C -1.104 -1.000 -0.342 -0.19
C 0.102 -1.423 0.191 -0.28
N 0.493 -2.755 -0.137 0.00
N -1.713 0.165 -0.112 0.10
H -1.614 -1.720 -0.986 0.13
H 0.390 -1.079 1.176 0.11
H 1.468 -2.758 -0.415 0.08
H 0.002 -3.137 -0.936 0.07
H -1.087 0.977 -0.037 -0.05
H -2.711 0.252 -0.127 0.11
H 0.960 -0.138 -0.570 0.19
```